Version w
Formula: C5H6O
Source: the OMol25 dataset
Level of theory: wB97M-V/def2-TZVPD

Geometry as ORCA input:
```
! RIJCOSX wB97M-V def2-TZVPD def2/J DEFGRID3
* xyz 0 1
C -1.97 0.44 -0.25
C -0.97 -0.64 -0.39
C 0.37 -0.57 -0.14
C 1.35 0.38 -0.38
C 2.57 0.44 0.38
O 2.74 1.35 1.17
H -2.17 0.50 0.83
H -1.57 1.41 -0.56
H -2.94 0.20 -0.71
H -1.38 -1.65 -0.46
H 0.63 -1.53 0.31
H 3.35 -0.35 0.20
*
```

Computed properties:
Gap between HOMO and LUMO (spin up / spin down) = 7.11 / 7.41 eV
Lowest unoccupied orbital energy (spin up / spin down) = -1.31 / -1.34 eV
Highest occupied orbital energy (spin up / spin down) = -8.417 / -8.754 eV

***

Version x
Formula: C5H6O
Source: the OMol25 dataset
Level of theory: wB97M-V/def2-TZVPD

Geometry as ORCA input:
```
! RIJCOSX wB97M-V def2-TZVPD def2/J DEFGRID3
* xyz 0 1
C -1.33 0.47 -0.27
C -0.15 -0.25 -0.90
C 0.64 0.77 -0.23
O -0.44 1.41 0.37
C 0.23 -0.82 1.57
C 0.77 -0.74 0.26
H -1.93 -0.14 0.41
H -1.95 1.04 -0.96
H -0.06 -0.68 -1.89
H 1.53 1.34 -0.52
H 0.99 -1.21 2.26
H 1.69 -1.21 -0.09
*
```

Computed properties:
Gap between HOMO and LUMO = 8.30 eV
Lowest unoccupied orbital energy = 0.10 eV
Highest occupied orbital energy = -8.193 eV

***

Most stable: version w

***

Version w
Formula: C5H6O
Source: the OMol25 dataset
Level of theory: wB97M-V/def2-TZVPD

Geometry as ORCA input:
```
! RIJCOSX wB97M-V def2-TZVPD def2/J DEFGRID3
* xyz 0 1
C 0.10 0.76 0.97
C -0.24 -0.48 1.08
C -0.53 -1.21 -0.34
O 0.09 -0.80 -1.75
C 0.45 0.56 -1.55
C 0.38 1.26 -0.38
H 0.24 1.48 1.75
H -0.41 -1.13 1.89
H -1.61 -0.99 -0.41
H -0.23 -2.29 -0.08
H 0.82 1.15 -2.39
H 0.58 2.31 -0.55
*
```

Computed properties:
Gap between HOMO and LUMO = 9.19 eV
SMILES = C1=CCOC=C1
Lowest unoccupied orbital energy = 0.96 eV
Highest occupied orbital energy = -8.233 eV

***

Version x
Formula: C5H6O
Source: the OMol25 dataset
Level of theory: wB97M-V/def2-TZVPD

Geometry as ORCA input:
```
! RIJCOSX wB97M-V def2-TZVPD def2/J DEFGRID3
* xyz 0 1
C 1.48 -1.84 -1.33
C 0.77 -0.87 -0.49
C 0.18 -0.08 0.22
C -0.58 0.84 1.05
C -0.84 2.26 0.71
O -1.82 1.27 0.54
H 0.77 -2.46 -1.89
H 2.14 -1.36 -2.06
H 2.09 -2.52 -0.73
H -0.32 1.05 2.08
H -0.22 2.65 -0.08
H -1.13 2.95 1.51
*
```

Computed properties:
Gap between HOMO and LUMO = 10.25 eV
SMILES = CC#C[C@H]1CO1
Lowest unoccupied orbital energy = 1.01 eV
Highest occupied orbital energy = -9.239 eV

***

Most stable: version w

***

Version w
Formula: C5H6O
Source: the OMol25 dataset
Level of theory: wB97M-V/def2-TZVPD

Geometry as ORCA input:
```
! RIJCOSX wB97M-V def2-TZVPD def2/J DEFGRID3
* xyz 0 1
C -0.44 0.41 -1.41
C -0.08 -0.85 -0.69
C 0.24 -1.73 0.41
C -0.11 -2.21 -0.85
H -0.35 0.13 -2.52
H 0.36 1.09 -1.12
H -1.46 0.78 -1.15
H -0.44 -3.03 -1.49
C 1.57 1.46 2.54
O 1.88 2.24 3.40
H 1.85 1.45 1.52
H 0.73 0.60 2.61
*
```

Computed properties:
Gap between HOMO and LUMO = 9.55 eV
SMILES = CC1=C=C1.C=O
Lowest unoccupied orbital energy = 0.66 eV
Highest occupied orbital energy = -8.892 eV

***

Version x
Formula: C5H6O
Source: the OMol25 dataset
Level of theory: wB97M-V/def2-TZVPD

Geometry as ORCA input:
```
! RIJCOSX wB97M-V def2-TZVPD def2/J DEFGRID3
* xyz 0 1
C 0.22 0.36 -1.15
C -0.84 -0.26 -0.33
C -0.16 -1.01 0.82
O 1.26 -0.88 0.72
C 0.98 0.45 0.29
C -0.43 0.44 0.95
H -0.02 1.39 -1.47
H 0.70 -0.18 -1.99
H -1.83 -0.54 -0.64
H -0.59 -1.88 1.32
H 1.70 1.08 -0.17
H -0.97 1.04 1.67
*
```

Computed properties:
Gap between HOMO and LUMO = 10.37 eV
Lowest unoccupied orbital energy = 1.13 eV
Highest occupied orbital energy = -9.234 eV

***

Most stable: version x

***

Version w
Formula: C5H6O
Source: the OMol25 dataset
Level of theory: wB97M-V/def2-TZVPD

Geometry as ORCA input:
```
! RIJCOSX wB97M-V def2-TZVPD def2/J DEFGRID3
* xyz 0 1
C -1.05 0.85 -0.03
C -1.01 -0.49 0.30
O -0.66 -1.48 -0.62
C 0.52 -1.40 0.15
C 1.48 -0.50 -0.23
C 1.54 0.76 -0.42
H 0.42 1.17 0.02
H -1.52 1.53 0.68
H -1.11 1.11 -1.08
H -1.41 -0.86 1.25
H 0.62 -2.15 0.92
H 2.18 1.45 -0.96
*
```

Computed properties:
Gap between HOMO and LUMO = 9.91 eV
Lowest unoccupied orbital energy = 0.82 eV
Highest occupied orbital energy = -9.090 eV

***

Version x
Formula: C5H6O
Source: the OMol25 dataset
Level of theory: wB97M-V/def2-TZVPD

Geometry as ORCA input:
```
! RIJCOSX wB97M-V def2-TZVPD def2/J DEFGRID3
* xyz 0 1
C 2.63 0.69 -0.01
C 1.50 0.28 -0.16
C 0.31 -0.37 0.24
C -0.92 -1.06 -0.31
C -1.11 0.18 0.51
O -1.65 1.34 -0.05
H 3.29 1.37 -0.48
H 1.04 -1.04 0.77
H -1.17 -1.07 -1.36
H -1.14 -1.98 0.22
H -1.52 0.10 1.52
H -1.25 1.56 -0.90
*
```

Computed properties:
Gap between HOMO and LUMO = 9.94 eV
SMILES = C#C[C@@H]1C[C@@H]1O
Lowest unoccupied orbital energy = 0.68 eV
Highest occupied orbital energy = -9.261 eV

***

Version y
Formula: C5H6O
Source: the OMol25 dataset
Level of theory: wB97M-V/def2-TZVPD

Geometry as ORCA input:
```
! RIJCOSX wB97M-V def2-TZVPD def2/J DEFGRID3
* xyz 0 1
C 1.01 -0.59 0.91
C 0.40 0.58 0.16
O 0.82 1.69 0.05
C -0.38 -0.07 -1.61
C -1.29 0.15 -0.59
C -1.50 0.41 0.61
H 2.05 -0.70 0.61
H 0.46 -1.52 0.76
H 0.99 -0.32 1.97
H -0.26 -1.07 -2.02
H -0.14 0.76 -2.26
H -2.17 0.68 1.41
*
```

Computed properties:
Gap between HOMO and LUMO = 9.17 eV
Lowest unoccupied orbital energy = 0.84 eV
Highest occupied orbital energy = -8.333 eV

***

Most stable: version y

***

Version w
Formula: C5H13N2O
Source: the OMol25 dataset
Level of theory: wB97M-V/def2-TZVPD

Geometry as ORCA input:
```
! RIJCOSX wB97M-V def2-TZVPD def2/J DEFGRID3
* xyz 1 1
O -0.87 -0.46 -0.01
C -0.54 0.13 0.97
C 0.61 1.06 0.96
C 1.35 1.40 -0.20
C 2.59 0.49 -0.30
C 2.12 -0.94 -0.03
N 1.32 -1.48 -1.06
N -5.19 -0.05 -0.08
H -1.10 -0.01 1.90
H 0.78 1.65 1.86
H 0.74 1.15 -1.09
H 1.65 2.44 -0.11
H 3.33 0.71 0.49
H 3.12 0.57 -1.25
H 2.97 -1.58 0.21
H 1.54 -0.89 0.93
H 0.32 -1.23 -1.01
H 1.49 -2.47 -1.31
H -5.67 -0.88 0.29
H -4.70 -0.27 -0.92
H -5.87 0.67 -0.27
*
```

Computed properties:
Gap between HOMO and LUMO = 4.38 eV
Lowest unoccupied orbital energy = -7.81 eV
Highest occupied orbital energy = -12.198 eV

***

Version x
Formula: C5H13N2O
Source: the OMol25 dataset
Level of theory: wB97M-V/def2-TZVPD

Geometry as ORCA input:
```
! RIJCOSX wB97M-V def2-TZVPD def2/J DEFGRID3
* xyz 1 1
O 1.07 0.05 0.25
C 0.71 -0.84 -0.50
C -0.62 -1.05 -0.99
C -1.58 0.02 -1.37
C -2.61 0.20 -0.25
C -1.92 0.21 1.16
N -1.18 1.38 1.56
N 4.97 -0.06 -0.03
H 1.49 -1.59 -0.75
H -0.85 -2.07 -1.24
H -1.08 0.94 -1.70
H -2.14 -0.22 -2.31
H -3.28 -0.65 -0.19
H -3.21 1.12 -0.34
H -2.70 0.07 1.92
H -1.19 -0.63 1.03
H -0.24 1.37 1.19
H -1.10 1.49 2.56
H 5.66 -0.29 -0.73
H 5.36 -0.25 0.88
H 4.44 0.79 -0.17
*
```

Computed properties:
Gap between HOMO and LUMO = 3.85 eV
Lowest unoccupied orbital energy = -8.17 eV
Highest occupied orbital energy = -12.019 eV

***

Most stable: version w

***

Version w
Formula: C5H13N2O
Source: the OMol25 dataset
Level of theory: wB97M-V/def2-TZVPD

Geometry as ORCA input:
```
! RIJCOSX wB97M-V def2-TZVPD def2/J DEFGRID3
* xyz 1 1
C -0.15 -0.99 -3.36
N -0.45 -0.98 -1.91
C 0.10 -1.83 -1.09
N -0.21 -1.93 0.18
H -0.42 -0.02 -3.76
H -0.62 -1.84 -3.83
H 0.93 -1.05 -3.49
H -1.21 -0.40 -1.60
H 0.87 -2.48 -1.49
H -0.82 -1.26 0.63
H 0.31 -2.55 0.79
O 1.96 1.87 1.64
C 0.98 1.23 1.39
C -0.29 1.27 2.17
C -1.50 1.48 1.25
H 0.97 0.63 0.45
H -0.22 2.04 2.93
H -0.38 0.28 2.65
H -1.31 2.38 0.66
H -2.41 1.63 1.82
H -1.61 0.68 0.51
*
```

Computed properties:
Gap between HOMO and LUMO = 9.18 eV
Lowest unoccupied orbital energy = -3.81 eV
Highest occupied orbital energy = -12.990 eV

***

Version x
Formula: C5H13N2O
Source: the OMol25 dataset
Level of theory: wB97M-V/def2-TZVPD

Geometry as ORCA input:
```
! RIJCOSX wB97M-V def2-TZVPD def2/J DEFGRID3
* xyz 1 1
O 0.14 0.52 0.73
C -0.93 0.20 0.31
C -1.12 -0.09 -1.13
C -0.07 -0.29 -2.06
C 0.36 -1.81 -2.10
C 0.87 -2.21 -0.71
N 2.02 -1.43 -0.30
N -1.14 4.41 4.07
H -1.80 0.16 0.99
H -2.14 -0.01 -1.55
H 0.81 0.31 -1.78
H -0.44 -0.02 -3.05
H -0.49 -2.41 -2.35
H 1.11 -1.86 -2.87
H 1.16 -3.27 -0.74
H 0.02 -2.07 -0.01
H 1.84 -0.64 0.29
H 2.80 -1.97 0.05
H -1.79 3.74 3.70
H -0.86 4.19 5.02
H -0.35 4.55 3.47
*
```

Computed properties:
Gap between HOMO and LUMO = 3.63 eV
Lowest unoccupied orbital energy = -8.14 eV
Highest occupied orbital energy = -11.764 eV

***

Most stable: version w

***

Version w
Formula: C5H13N2O
Source: the OMol25 dataset
Level of theory: wB97M-V/def2-TZVPD

Geometry as ORCA input:
```
! RIJCOSX wB97M-V def2-TZVPD def2/J DEFGRID3
* xyz 1 1
C 1.29 0.82 0.31
C -1.13 -0.21 0.36
C 0.87 2.09 1.00
C 2.48 -0.15 -1.59
C -1.69 -1.54 -0.13
N 1.91 0.94 -0.84
N -2.98 -1.71 0.45
O -1.86 0.35 1.17
H 1.01 -0.24 0.74
H -0.25 2.08 1.25
H 1.02 2.92 0.35
H 1.24 2.03 2.01
H 1.62 -0.86 -1.65
H 2.90 0.27 -2.60
H 3.27 -0.46 -0.82
H -0.84 -2.26 0.13
H -1.63 -1.56 -1.29
H 2.28 1.86 -0.97
H -3.53 -2.01 -0.34
H -2.85 -0.05 1.21
H -3.14 -2.31 1.23
*
```

Computed properties:
Gap between HOMO and LUMO = 8.64 eV
Lowest unoccupied orbital energy = -3.45 eV
Highest occupied orbital energy = -12.097 eV

***

Version x
Formula: C5H13N2O
Source: the OMol25 dataset
Level of theory: wB97M-V/def2-TZVPD

Geometry as ORCA input:
```
! RIJCOSX wB97M-V def2-TZVPD def2/J DEFGRID3
* xyz 1 1
C -1.71 -0.32 -2.45
C -1.09 0.01 -1.27
N -1.63 -0.67 -0.11
C 0.17 0.68 -1.15
C 1.12 0.28 0.00
N 0.82 -1.09 0.52
C 0.93 1.10 1.37
O 1.26 0.16 2.47
H -2.70 -0.66 -2.64
H -1.35 0.11 -3.27
H -2.45 -1.43 -0.37
H -2.05 0.09 0.44
H 0.59 0.38 -2.21
H 0.29 1.76 -1.35
H 2.17 0.22 -0.35
H 1.45 -1.30 1.25
H 0.74 -1.87 -0.09
H -0.32 -1.00 0.95
H -0.08 1.57 1.54
H 1.60 2.05 1.23
H 1.20 0.61 3.30
*
```

Computed properties:
Gap between HOMO and LUMO = 9.84 eV
SMILES = C=C(N)C[C@H]([NH3+])CO
Lowest unoccupied orbital energy = -2.93 eV
Highest occupied orbital energy = -12.773 eV

***

Most stable: version x

***

Version w
Formula: H2NOP
Source: the OMol25 dataset
Level of theory: wB97M-V/def2-TZVPD

Geometry as ORCA input:
```
! RIJCOSX wB97M-V def2-TZVPD def2/J DEFGRID3
* xyz 0 1
O 2.70 0.33 0.17
N 1.91 -0.30 -0.48
P 0.40 -0.65 0.26
H 0.42 0.71 0.70
H -0.41 -0.52 -0.91
*
```

Computed properties:
Gap between HOMO and LUMO (spin up / spin down) = 8.41 / 8.41 eV
SMILES = O=NP
Lowest unoccupied orbital energy (spin up / spin down) = -0.46 / -0.46 eV
Highest occupied orbital energy (spin up / spin down) = -8.872 / -8.875 eV

***

Version x
Formula: H2NOP
Source: the OMol25 dataset
Level of theory: wB97M-V/def2-TZVPD

Geometry as ORCA input:
```
! RIJCOSX wB97M-V def2-TZVPD def2/J DEFGRID3
* xyz 0 1
N -0.96 -0.02 0.37
O 2.08 0.86 0.14
P 1.43 -0.32 -0.30
H -1.17 -1.01 0.36
H -1.38 0.48 -0.57
*
```

Computed properties:
Gap between HOMO and LUMO (spin up / spin down) = 7.39 / 7.39 eV
Lowest unoccupied orbital energy (spin up / spin down) = -1.40 / -1.40 eV
Highest occupied orbital energy (spin up / spin down) = -8.791 / -8.796 eV

***

Most stable: version x